# 1
Here is C18H18N5O6RhS2 as an isolated structure from OMol25. Energies are from ωB97M-V/def2-TZVPD.

Computed properties:
LUMO ... -1.56 eV
HOMO ... -0.303 Ha
HOMO-LUMO gap ... 6.7 eV

Atoms and positions in Å:
H 4.41 -0.45 3.25
O 1.29 1.41 1.76
C -1.81 -1.61 -3.42
C -2.30 -2.01 -4.66
C 2.99 -0.31 1.68
C -1.93 1.97 1.17
C -3.93 -0.23 -4.58
C -1.47 1.69 2.50
H -2.55 2.82 0.91
C -3.35 -1.31 -5.23
H -4.75 0.31 -5.04
C 3.98 -0.05 0.56
C 2.47 1.07 2.17
O 0.26 0.32 -3.72
N -0.69 -0.72 -1.03
O 1.87 -1.08 1.13
N -0.90 0.47 2.68
N -2.30 0.89 -0.82
O 3.19 1.72 2.90
H 3.52 0.53 -0.24
C -0.01 -1.75 -1.74
C -0.46 1.02 4.96
N -1.58 1.12 0.27
H -0.03 0.73 5.90
H 0.01 -0.83 3.98
H 4.82 0.51 0.95
C -0.42 0.16 3.88
H -1.11 2.97 5.60
O 1.31 -1.26 -2.14
O 2.71 0.20 -3.45
H 1.51 -1.62 1.84
C -2.39 -0.54 -2.76
H -1.84 -2.84 -5.18
N -0.79 -2.31 -2.80
H 4.33 -1.00 0.13
C -1.78 -0.11 -1.52
S 1.35 1.51 -1.33
H -2.08 3.54 3.38
C 3.61 -1.05 2.84
H 4.02 -2.01 2.51
C -1.06 2.26 4.79
H 0.27 -2.56 -1.07
C -3.45 0.16 -3.35
S 1.40 0.17 -2.87
H 2.88 -1.22 3.63
C -1.59 2.58 3.55
Rh 0.20 0.27 0.43
H -3.86 1.01 -2.82
H -3.72 -1.61 -6.21
H -0.27 -2.94 -3.39

---

# 2
Here is one molecule with the formula C18H18N6S3 from OMol25. Energies are from ωB97M-V/def2-TZVPD.

Computed properties:
LUMO ... -0.34 eV
HOMO ... -0.321 Ha
HOMO-LUMO gap ... 8.4 eV
Structure (SMILES) ... CCCSc1nc(Sc2ccccn2)c2nnn(CCc3cccs3)c2n1

Atoms and positions in Å:
C -0.93 2.24 1.94
C -0.97 -5.30 -0.14
H -2.31 -5.62 1.53
H 0.88 0.68 3.10
C 0.19 -1.07 0.26
N -0.30 -1.55 2.41
C -0.45 -6.73 1.76
C 0.45 1.87 1.42
H -1.71 1.39 -3.97
H -3.00 3.94 4.04
C -2.59 3.28 3.29
C -3.40 2.44 2.54
C 0.74 -7.01 1.16
C 0.20 -1.17 -1.98
S -2.47 1.54 1.35
H -4.47 2.40 2.65
H 0.80 1.70 -2.29
N -0.54 -2.26 -2.00
H 1.39 -7.72 1.65
N 0.30 -0.66 1.57
C 0.99 0.57 2.03
H -1.61 0.74 -2.37
H -0.33 3.62 3.49
H -2.51 3.03 -2.24
N -0.82 -2.46 1.69
N 0.20 -5.59 -0.72
H 2.00 -6.66 -0.49
H 0.70 1.90 -4.03
S -2.00 -4.14 -0.93
H -0.71 -7.15 2.71
C -0.94 -2.77 -0.85
H 1.12 2.66 1.76
C -0.57 -2.18 0.35
C -1.16 3.12 2.97
C -1.44 2.85 -2.36
H -0.99 2.91 -1.37
H 0.46 1.85 0.34
C 1.05 -6.41 -0.08
C 0.34 1.28 -3.19
N 0.59 -0.53 -0.86
H 2.06 0.47 1.86
H -1.08 3.67 -2.99
C -1.19 1.51 -3.02
S 0.77 -0.49 -3.50
C -1.36 -5.87 1.06

---

# 3
Here is a 2-piece molecular cluster, C18H18NO4Si overall from OMol25. Energies are from ωB97M-V/def2-TZVPD.

Computed properties:
LUMO ... -0.07 eV
HOMO ... -0.083 Ha
Net charge ... -1
HOMO-LUMO gap ... 2.2 eV

Atoms and positions in Å:
H -3.15 2.75 1.65
C 0.62 -2.19 1.42
C -4.11 -0.66 3.51
C -1.40 0.52 -0.17
H -2.18 2.53 4.33
C 0.12 -1.29 0.43
C 2.62 0.38 -4.61
H -4.98 -0.17 3.94
H -2.80 1.21 5.28
C 3.19 1.21 -3.62
C 0.63 -1.29 -0.86
C -2.16 1.44 4.43
H -4.40 -1.30 2.67
H -4.61 2.19 2.43
H 0.50 -2.81 3.44
H -1.15 1.12 4.70
H -4.10 1.46 0.91
O 1.41 0.46 -4.88
H 1.41 -1.99 -1.12
C -1.44 -0.42 2.12
H 0.55 -0.39 -2.80
Si -2.84 0.59 2.89
O 3.00 -1.45 -6.12
C -0.88 0.48 -1.43
C -3.74 1.86 1.86
C 5.49 0.28 -4.03
H -3.63 -1.31 4.24
C 4.88 -0.61 -4.96
O 6.71 0.30 -3.83
C -0.93 -0.39 0.82
H 2.50 1.88 -3.11
H -1.21 -1.32 3.95
H 5.56 -1.32 -5.43
H -2.16 1.26 0.02
C 4.57 1.25 -3.25
H 1.40 -2.90 1.19
O 5.04 1.98 -2.38
C 0.14 -0.41 -1.80
N -0.88 -1.30 3.00
H -1.23 1.18 -2.18
C 0.12 -2.16 2.67
C 3.52 -0.66 -5.31

---

# 4
Here is C18H18NO4Ti as an isolated structure from OMol25. Energies are from ωB97M-V/def2-TZVPD.

Computed properties:
Spin multiplicity ... 3
LUMO (alpha / beta) ... 3.02 / 2.45 eV
HOMO (alpha / beta) ... -0.129 / -0.168 Ha
Net charge ... -1
Expectation value of S² ... 2.06
HOMO-LUMO gap (alpha / beta) ... 6.5 / 7.0 eV

Atoms and positions in Å:
H 1.46 -0.75 -8.60
H 2.55 -0.93 0.28
H 1.57 1.59 1.91
C 0.99 1.73 0.98
C -0.43 -2.46 0.57
H -0.86 2.71 1.71
H 1.32 -1.45 -2.13
O -1.76 -0.44 3.69
C 0.91 -1.65 -1.13
H 0.48 1.77 -2.34
H -1.05 1.71 -4.99
C -0.46 1.18 -5.76
H 0.64 1.63 -8.93
H -1.59 2.83 -0.91
C -0.35 -2.27 -0.85
C 0.75 -1.92 1.17
H 0.94 -1.88 -6.37
C -0.18 -0.27 -5.58
H -0.06 -2.06 -4.29
C 0.49 1.16 -7.97
Ti -0.27 0.01 -0.26
C -0.69 2.34 -0.50
C -1.82 -0.61 -3.66
C 0.71 -0.82 -6.57
C 0.41 1.78 -1.25
C -0.22 1.85 -6.95
C 1.56 -1.37 0.14
H -1.05 -2.70 -1.58
O -1.12 -0.33 -2.45
C -0.65 -1.12 -4.57
C 0.94 -0.18 -7.80
O -1.29 0.17 1.49
C -0.31 2.29 0.87
H 2.48 1.14 -0.58
H -1.21 -3.01 1.10
H -0.60 2.90 -7.14
H 1.12 -2.05 2.19
N -0.79 -0.16 3.00
C 1.46 1.43 -0.33
O 0.43 -0.19 3.06
H -2.47 -1.56 -3.77
H -2.53 0.17 -4.09

---

# 5
Here is a 2-piece molecular cluster, C18H19Br2N2 overall from OMol25. Energies are from ωB97M-V/def2-TZVPD.

Computed properties:
LUMO ... -5.90 eV
HOMO ... -0.382 Ha
Net charge ... +1
HOMO-LUMO gap ... 4.5 eV

Atoms and positions in Å:
C -2.14 0.79 6.25
N -0.08 -0.10 1.82
C -2.29 5.79 7.69
H 0.66 -2.71 8.52
H -1.14 2.59 7.96
H -1.57 0.84 7.18
Br 0.62 -5.55 7.66
C -3.32 4.38 6.00
C -1.55 -1.64 6.10
C -2.21 -0.46 5.62
N 1.15 0.26 2.36
H -4.02 4.26 5.17
H -0.62 1.90 1.82
C -1.72 3.43 7.57
H 0.31 -2.15 1.84
H -1.33 0.97 3.19
C -2.76 1.96 5.82
H -3.44 1.92 4.97
H -2.50 -2.99 4.68
C -1.57 4.68 8.17
C -1.15 -4.07 5.97
H -1.35 -5.03 5.50
C -3.17 5.63 6.60
H -1.96 0.75 1.52
C -0.49 -1.46 2.12
Br -2.08 7.48 8.49
H -0.44 -0.66 7.71
H -0.75 -1.61 3.19
H -1.38 -1.69 1.52
H -2.87 -0.58 4.76
C -0.02 -2.76 7.67
H -0.90 4.81 9.02
C -0.64 -1.60 7.21
H 3.19 0.10 2.32
C 2.24 -0.19 1.85
H -3.73 6.48 6.24
C -0.26 -3.99 7.05
C -2.59 3.24 6.46
H 2.28 -0.80 0.93
C -1.06 0.93 2.12
C -1.79 -2.91 5.50

---

# 6
Here is C18H19Br4N3O3ReS as an isolated structure from OMol25. Energies are from ωB97M-V/def2-TZVPD.

Computed properties:
Spin multiplicity ... 4
LUMO (alpha / beta) ... -7.39 / -8.37 eV
HOMO (alpha / beta) ... -0.510 / -0.501 Ha
Net charge ... +2
Expectation value of S² ... 3.85
HOMO-LUMO gap (alpha / beta) ... 6.5 / 5.3 eV

Atoms and positions in Å:
C -1.87 4.35 0.43
H 2.68 -4.02 -4.25
Br 0.15 1.01 5.23
C 2.56 -2.92 -2.40
Re 0.02 0.90 0.02
O 1.77 -0.15 0.41
H -1.74 -0.08 2.28
H -4.06 -1.43 0.64
H 0.04 3.35 -0.01
C -2.94 1.80 -0.02
C 1.00 -1.07 -2.64
H -3.85 4.90 1.00
H -2.16 -1.86 2.08
C -3.78 2.88 0.30
C -1.06 3.27 0.13
C -2.15 -0.85 1.57
C 1.50 0.75 3.96
C 2.33 -3.02 -3.89
C 0.88 -2.87 -4.29
C 2.81 0.48 4.41
H 2.35 -1.12 -1.13
H 0.82 -2.70 -5.39
N 0.33 -1.70 -3.63
H -4.47 0.49 -0.65
H 2.98 -2.25 -4.37
C 3.53 0.21 2.07
H -0.40 -1.23 -4.09
O -1.20 -0.98 0.45
Br 3.26 0.44 6.25
N -1.60 2.05 -0.19
H -0.59 -1.76 0.52
O 0.11 1.25 2.02
S 0.32 0.49 -2.15
C -3.43 0.39 -0.25
H 2.16 -3.76 -1.78
H 3.66 -2.93 -2.22
C 2.20 0.21 1.63
H -2.77 -0.05 -1.04
Br 5.65 0.28 3.98
C -3.25 4.12 0.60
Br 4.89 0.09 0.77
H -4.09 -0.11 1.77
H -1.45 5.32 0.54
N 1.94 -1.68 -1.90
C 1.23 0.75 2.56
H -4.87 2.65 0.38
H 0.23 -3.75 -4.04
C 3.81 0.34 3.45
C -3.47 -0.51 0.93